Record 1
2 unconnected molecules or ions with the total composition C17H19N in a non-equilibrium geometry. Source: the Open Molecules 2025 dataset; level of theory: ωB97M-V/def2-TZVPD.

Computed properties:
E_HOMO, eV: -7.8
Energy above the lowest of the compared OMol25 structures with the same formula, charge and spin, kJ/mol: 306.0
Total energy, eV: -19424.731
Kohn-Sham gap, eV: 8.7
Lowest unoccupied orbital energy, Ha: 0.0318

```
37
Properties=species:S:1:pos:R:3:forces:R:3
C 1.370 3.020 0.688 -0.8 1.3 0.6
C 0.829 3.126 -0.682 0.6 -0.6 -0.6
C 0.917 4.220 -1.490 -1.0 -2.2 -1.6
N 0.541 3.881 -2.847 1.0 -4.0 5.1
C 0.034 2.524 -2.713 1.6 1.1 0.9
C -0.621 1.816 -3.667 -1.4 -0.1 -2.3
C -1.209 0.628 -3.334 -0.1 -1.6 3.4
C -0.994 0.082 -1.975 0.3 -0.9 -2.7
C -0.089 0.643 -1.053 -1.7 0.5 0.4
C 0.328 1.961 -1.418 -0.4 2.0 -0.9
H 0.955 2.124 1.160 0.5 0.2 0.2
H 1.041 3.931 1.252 0.4 -0.8 -0.1
H 2.452 3.050 0.629 0.2 -0.4 0.4
H 1.135 5.211 -1.214 0.5 1.0 0.1
H 0.210 4.582 -3.395 -1.4 1.8 -2.1
H -0.769 2.253 -4.657 0.0 -0.1 0.2
H -1.937 -0.047 -3.823 0.8 1.2 -0.7
H -1.492 -0.936 -2.065 0.9 1.1 1.7
H -0.009 0.253 0.024 0.2 0.5 -1.9
C 1.719 -5.012 1.559 -4.5 0.3 0.3
C 1.027 -3.691 0.974 3.7 -1.3 1.8
C 0.228 -2.905 1.903 -3.8 1.3 -0.6
C 0.580 -2.097 2.987 -3.8 -0.2 -0.3
C -0.428 -1.312 3.646 0.9 -0.2 0.2
C -1.728 -1.178 3.209 0.0 -0.9 -1.8
C -2.079 -1.884 2.041 0.8 0.0 0.2
C -1.124 -2.718 1.443 -1.2 1.3 -0.5
H 0.947 -5.848 1.384 1.1 1.0 0.6
H 1.773 -4.848 2.642 0.9 -0.5 -0.3
H 2.528 -5.279 0.954 1.7 -0.2 -0.2
H 1.878 -3.035 0.832 0.4 0.1 -1.1
H 0.573 -4.046 0.093 -0.9 0.5 -1.2
H 1.516 -2.031 3.384 2.6 -0.1 0.9
H -0.151 -0.793 4.562 0.2 0.1 -0.3
H -2.450 -0.456 3.521 -0.1 0.3 1.0
H -3.043 -1.706 1.519 0.8 -0.2 0.5
H -1.501 -2.898 0.410 1.1 -1.1 0.7
```
Forces are in eV/Å.

=====

Record 2
A single C17H19N3O molecule. Source: the Open Molecules 2025 dataset; level of theory: ωB97M-V/def2-TZVPD.

Computed properties:
E_HOMO, eV: -8.4
Energy above the lowest of the compared OMol25 structures with the same formula, charge and spin, kJ/mol: 23.5
Total energy, eV: -24455.462
Kohn-Sham gap, eV: 9.2
Lowest unoccupied orbital energy, Ha: 0.0291

```
40
Properties=species:S:1:pos:R:3:forces:R:3
C -0.087 -2.992 -1.454 -0.1 -0.1 -0.1
O 1.110 -2.390 -1.021 0.2 0.2 0.1
C 1.232 -2.259 0.378 0.2 0.2 0.2
C 1.024 -0.818 0.913 0.1 -0.4 0.0
N 1.170 -0.943 2.363 0.1 -0.1 0.0
C 2.048 0.186 0.418 0.1 0.0 0.0
C 1.872 1.519 0.777 0.0 -0.1 0.0
C 2.776 2.487 0.380 0.0 0.1 0.1
C 3.873 2.134 -0.388 0.1 0.0 -0.1
C 4.052 0.813 -0.755 0.1 0.0 -0.1
C 3.148 -0.158 -0.356 -0.1 0.0 0.1
C -0.366 -0.347 0.557 -0.2 0.0 0.2
N -1.352 -0.457 1.406 0.2 -0.2 0.4
C -2.453 0.061 0.776 0.1 0.2 -0.7
C -3.765 0.195 1.215 0.1 0.0 -0.1
C -4.671 0.766 0.348 -0.2 0.0 0.1
C -4.296 1.198 -0.926 0.0 0.1 -0.1
C -2.998 1.074 -1.380 0.1 0.1 -0.2
C -2.080 0.499 -0.515 -0.4 -0.1 0.5
N -0.739 0.219 -0.633 -0.2 -0.2 0.3
C 0.053 0.483 -1.802 0.3 0.2 -0.4
H -0.057 -2.985 -2.543 -0.1 0.0 0.0
H -0.972 -2.447 -1.111 0.0 0.0 0.0
H -0.156 -4.028 -1.102 0.0 0.0 0.0
H 0.513 -2.905 0.893 0.0 0.0 0.0
H 2.237 -2.578 0.669 -0.1 0.0 0.0
H 1.236 -0.024 2.787 0.0 -0.1 0.0
H 0.332 -1.379 2.738 0.0 0.1 0.0
H 1.012 1.805 1.368 -0.1 0.0 0.0
H 2.622 3.516 0.669 0.0 0.1 0.0
H 4.582 2.887 -0.699 0.1 0.1 0.0
H 4.903 0.531 -1.358 0.1 0.0 -0.1
H 3.295 -1.178 -0.669 0.0 -0.1 0.0
H -4.050 -0.138 2.200 0.0 0.0 0.1
H -5.699 0.887 0.657 -0.1 0.0 0.0
H -5.040 1.642 -1.570 0.0 0.0 -0.1
H -2.716 1.416 -2.365 0.0 0.0 -0.1
H 0.479 1.490 -1.765 0.0 -0.1 0.0
H -0.584 0.399 -2.683 0.0 0.0 0.0
H 0.860 -0.243 -1.876 -0.1 0.1 -0.1
```
Forces are in eV/Å.

=====

Record 3
A single C17H19N3O4 molecule. Source: the Open Molecules 2025 dataset; level of theory: ωB97M-V/def2-TZVPD.

Computed properties:
E_HOMO, eV: -9.0
Energy above the lowest of the compared OMol25 structures with the same formula, charge and spin, kJ/mol: 179.2
Total energy, eV: -30598.310
Kohn-Sham gap, eV: 9.1
Lowest unoccupied orbital energy, Ha: 0.0043

```
43
Properties=species:S:1:pos:R:3:forces:R:3
C 0.197 -2.826 1.416 -0.4 0.2 -0.1
C -1.126 -2.442 0.758 0.3 -0.3 -0.1
O -1.920 -1.573 1.533 -0.2 0.2 0.1
C -1.397 -0.277 1.716 0.0 0.2 0.2
C -2.566 0.698 1.852 0.2 -0.4 -0.3
C -3.305 0.867 0.522 -0.1 -0.2 0.3
N -2.477 1.555 -0.443 -0.1 0.3 0.3
C -1.922 0.953 -1.506 0.3 0.6 -0.2
O -2.188 -0.156 -1.910 -0.1 -0.5 -0.2
C -0.847 1.841 -2.171 -0.5 -0.4 -0.2
N 0.159 2.167 -1.200 0.7 -0.2 0.2
N 0.070 3.355 -0.583 -0.3 0.8 0.1
C 1.034 3.409 0.308 0.1 -0.4 -0.1
C 1.773 2.213 0.292 -0.4 -0.4 -0.6
C 2.927 1.775 1.041 0.1 0.4 0.4
O 3.510 2.385 1.898 -0.2 -0.2 -0.3
O 3.376 0.523 0.703 0.2 0.0 0.2
C 2.776 -0.279 -0.214 -0.4 -0.4 -0.5
C 3.346 -1.538 -0.388 0.0 0.3 0.1
C 2.788 -2.432 -1.277 0.0 0.1 0.0
C 1.647 -2.087 -1.990 0.0 0.0 -0.1
C 1.075 -0.843 -1.834 0.1 0.0 0.0
C 1.636 0.091 -0.958 0.3 -0.4 0.1
C 1.163 1.420 -0.690 0.3 0.7 0.6
H 0.014 -3.240 2.405 0.0 -0.1 0.1
H 0.851 -1.963 1.514 0.1 0.1 0.0
H 0.702 -3.571 0.808 0.1 -0.1 -0.1
H -1.748 -3.331 0.624 0.1 0.0 -0.1
H -0.936 -1.994 -0.229 -0.1 0.0 0.1
H -0.771 -0.238 2.619 0.0 0.0 -0.1
H -0.771 0.003 0.856 0.0 0.0 0.0
H -2.196 1.664 2.201 0.0 0.0 0.1
H -3.258 0.298 2.593 0.0 0.1 0.1
H -4.228 1.435 0.672 0.0 -0.1 -0.1
H -3.544 -0.114 0.108 -0.1 0.1 0.0
H -2.139 2.471 -0.180 0.1 -0.1 -0.1
H -1.296 2.781 -2.498 0.1 -0.1 0.0
H -0.412 1.326 -3.030 -0.1 0.0 0.1
H 1.177 4.273 0.923 0.0 0.2 0.1
H 4.219 -1.787 0.193 0.1 0.0 0.1
H 3.234 -3.406 -1.407 0.0 -0.1 0.0
H 1.198 -2.796 -2.668 -0.1 -0.1 -0.1
H 0.173 -0.612 -2.374 -0.1 0.0 0.0
```
Forces are in eV/Å.

=====

Record 4
A single C17H19N3O4S molecule in a non-equilibrium geometry. Source: the Open Molecules 2025 dataset; level of theory: ωB97M-V/def2-TZVPD.

Computed properties:
E_HOMO, eV: -8.5
Energy above the lowest of the compared OMol25 structures with the same formula, charge and spin, kJ/mol: 374.2
Total energy, eV: -41430.750
Kohn-Sham gap, eV: 8.5
Lowest unoccupied orbital energy, Ha: -0.0017

```
44
Properties=species:S:1:pos:R:3:forces:R:3
C -0.412 2.775 1.243 0.1 0.3 -0.1
O -0.781 1.450 1.570 -0.2 -0.5 0.1
C -1.740 0.834 0.838 -0.1 -0.3 -0.1
C -2.578 1.467 -0.071 0.2 0.0 0.2
C -3.532 0.743 -0.760 -0.2 -0.4 -0.1
C -3.646 -0.622 -0.539 1.0 0.9 0.7
N -4.650 -1.367 -1.245 -0.5 -0.3 -0.3
O -4.797 -2.536 -0.962 0.0 -0.3 0.0
O -5.302 -0.777 -2.084 -0.2 0.1 -0.2
C -2.806 -1.284 0.353 -0.2 -0.1 -0.2
C -1.847 -0.565 1.039 -0.1 0.3 -0.3
N -0.943 -1.148 1.927 -0.1 0.4 0.2
C -0.506 -2.441 1.913 0.3 0.1 0.5
O -0.930 -3.299 1.175 -0.1 -0.3 -0.3
C 0.605 -2.699 2.921 0.0 -0.1 -0.2
C 1.959 -2.197 2.420 0.1 0.5 0.1
S 2.084 -0.366 2.463 0.3 -0.1 0.0
C 2.594 0.043 0.762 -0.3 -0.2 0.4
C 1.527 -0.251 -0.290 0.1 0.1 0.0
C 1.805 0.546 -1.532 0.0 -0.3 -0.1
C 2.641 0.073 -2.538 0.0 0.1 -0.1
C 2.875 0.874 -3.643 0.0 0.0 0.1
C 2.270 2.119 -3.706 0.0 -0.1 0.0
C 1.456 2.502 -2.651 0.1 0.2 -0.3
N 1.230 1.742 -1.594 -0.2 0.0 0.3
H -1.236 3.474 1.409 0.0 0.0 0.0
H -0.063 2.829 0.208 0.0 0.0 0.1
H 0.406 3.016 1.919 0.0 0.1 0.0
H -2.488 2.526 -0.249 0.0 0.1 0.0
H -4.192 1.222 -1.465 0.0 0.0 0.0
H -2.894 -2.351 0.483 0.0 0.1 0.0
H -0.390 -0.478 2.454 0.0 -0.2 -0.1
H 0.669 -3.779 3.066 -0.1 0.1 0.0
H 0.368 -2.226 3.875 0.0 0.0 0.0
H 2.139 -2.519 1.397 0.0 -0.1 0.0
H 2.754 -2.578 3.061 0.0 -0.1 -0.1
H 3.528 -0.477 0.552 0.0 0.1 -0.1
H 2.786 1.116 0.806 0.1 0.0 0.0
H 0.559 0.060 0.093 0.0 -0.1 -0.1
H 1.492 -1.316 -0.522 0.0 0.0 0.0
H 3.090 -0.905 -2.457 0.0 -0.1 0.0
H 3.516 0.532 -4.442 0.0 0.0 -0.1
H 2.423 2.774 -4.549 0.0 0.1 -0.1
H 0.959 3.463 -2.649 0.0 0.1 -0.1
```
Forces are in eV/Å.

=====

Record 5
A single C17H19N3O5S molecule in a non-equilibrium geometry. Source: the Open Molecules 2025 dataset; level of theory: ωB97M-V/def2-TZVPD.

Computed properties:
E_HOMO, eV: -8.7
Energy above the lowest of the compared OMol25 structures with the same formula, charge and spin, kJ/mol: 374.0
Total energy, eV: -43478.423
Kohn-Sham gap, eV: 9.3
Lowest unoccupied orbital energy, Ha: 0.0208

```
45
Properties=species:S:1:pos:R:3:forces:R:3
C 1.201 1.689 6.244 0.2 -0.1 0.1
O -0.010 2.043 5.618 -0.3 0.1 -0.2
C -0.176 1.752 4.305 -0.1 0.0 -0.2
C -1.390 2.154 3.741 0.1 0.0 0.2
C -1.666 1.899 2.416 0.1 -0.1 0.0
C -0.739 1.236 1.613 0.2 0.0 0.3
C -1.021 0.941 0.192 -0.6 -0.3 -0.5
N -2.295 0.624 -0.137 -0.4 0.0 0.0
N 0.024 0.949 -0.548 1.1 0.8 0.2
O 0.019 0.576 -1.908 -0.2 -0.5 0.1
C -0.871 0.921 -2.818 -0.5 0.4 -0.2
O -1.877 1.571 -2.637 0.2 0.0 -0.1
C -0.480 0.383 -4.194 -0.5 0.0 0.0
N 0.662 -0.476 -4.261 -0.2 -0.9 0.2
C 1.977 0.073 -4.041 0.5 0.0 0.1
S 0.415 -2.083 -3.888 0.1 0.0 -0.3
O 1.587 -2.790 -4.311 0.1 0.2 0.3
O -0.855 -2.434 -4.456 -0.1 0.2 0.3
C 0.288 -2.209 -2.104 0.0 -0.1 -0.7
C 1.437 -2.185 -1.340 0.2 0.0 0.0
C 1.330 -2.238 0.040 0.1 0.0 -0.1
C 0.080 -2.317 0.635 -0.1 0.0 0.0
C -1.065 -2.353 -0.144 0.0 -0.1 0.0
C -0.962 -2.296 -1.524 -0.1 -0.1 -0.1
C 0.475 0.853 2.173 -0.3 0.0 -0.2
C 0.758 1.100 3.503 0.1 0.1 0.4
H 1.109 2.027 7.275 0.1 0.0 -0.1
H 1.358 0.606 6.232 0.0 0.0 0.0
H 2.055 2.187 5.775 0.0 0.0 0.0
H -2.098 2.673 4.367 -0.1 0.1 0.1
H -2.600 2.252 2.004 -0.1 0.0 0.0
H -2.998 0.748 0.572 0.1 -0.1 0.0
H -2.593 0.783 -1.093 0.1 0.1 0.1
H -0.340 1.245 -4.857 0.0 -0.1 0.1
H -1.331 -0.195 -4.567 0.0 0.3 0.0
H 2.682 -0.733 -4.226 0.2 0.2 0.0
H 2.108 0.459 -3.026 0.0 0.0 -0.1
H 2.156 0.875 -4.760 0.0 0.0 0.0
H 2.395 -2.137 -1.832 0.2 0.0 0.0
H 2.220 -2.216 0.651 0.1 0.0 0.0
H -0.002 -2.350 1.711 0.0 0.0 0.1
H -2.036 -2.421 0.322 -0.1 0.0 0.0
H -1.831 -2.324 -2.163 -0.2 0.0 0.0
H 1.194 0.354 1.545 0.1 -0.1 0.0
H 1.707 0.783 3.904 0.1 0.0 0.1
```
Forces are in eV/Å.